{
  "formula": "C37H89N2O7",
  "method": "ωB97M-V with the def2-TZVPD basis set",
  "charge": 1,
  "orbital_gap_ev": 8.9,
  "multiplicity": 1,
  "elements": ["C", "C", "C", "C", "C", "C", "C", "C", "C", "C", "C", "C", "C", "C", "C", "C", "N", "C", "C", "C", "N", "O", "H", "H", "H", "H", "H", "H", "H", "H", "H", "H", "H", "H", "H", "H", "H", "H", "H", "H", "H", "H", "H", "H", "H", "H", "H", "H", "H", "H", "H", "H", "H", "H", "H", "H", "H", "H", "H", "H", "H", "H", "H", "C", "C", "C", "O", "H", "H", "H", "H", "H", "H", "H", "H", "C", "C", "C", "O", "H", "H", "H", "H", "H", "H", "H", "H", "C", "C", "C", "O", "H", "H", "H", "H", "H", "H", "H", "H", "C", "C", "C", "O", "H", "H", "H", "H", "H", "H", "H", "H", "C", "C", "C", "O", "H", "H", "H", "H", "H", "H", "H", "H", "C", "C", "C", "O", "H", "H", "H", "H", "H", "H", "H", "H"],
  "xyz": [[7.020211, -1.581929, -1.110432], [7.612457, -0.407148, -1.925171], [7.517179, -0.674320, -3.434053], [6.098883, -0.314405, -3.921443], [5.972543, 1.169154, -4.264178], [4.512166, 1.580447, -4.463941], [4.306016, 3.103432, -4.331590], [4.129575, 3.483480, -2.846118], [4.110693, 4.995831, -2.650871], [3.479994, 5.490691, -1.334901], [2.297047, 4.658604, -0.851366], [1.383180, 5.369549, 0.139198], [0.283581, 4.435962, 0.660791], [-0.875914, 4.201022, -0.328652], [-0.645251, 2.993228, -1.253688], [-1.864328, 2.088130, -1.363399], [-1.466212, 0.775455, -1.975019], [-0.999461, -0.255364, -0.996237], [-0.675389, -1.561540, -1.739473], [-1.908188, -2.445346, -1.667710], [-1.767934, -3.696797, -1.037747], [-2.959293, -1.993787, -2.087815], [6.417682, -2.205299, -1.767724], [7.793313, -2.172832, -0.627938], [6.365489, -1.205482, -0.327369], [7.017703, 0.476190, -1.691055], [8.642679, -0.212351, -1.636691], [8.219664, -0.042343, -3.978350], [7.737272, -1.717483, -3.648535], [5.813445, -0.924831, -4.780947], [5.384848, -0.547664, -3.127581], [6.384647, 1.724927, -3.419299], [6.547143, 1.408932, -5.157719], [3.948445, 1.125533, -3.643876], [4.121668, 1.204821, -5.407640], [5.143584, 3.649875, -4.759847], [3.376021, 3.361493, -4.842241], [3.203935, 3.013660, -2.519234], [4.969587, 3.033857, -2.313918], [5.148490, 5.335428, -2.654217], [3.638464, 5.496441, -3.496133], [4.224848, 5.575251, -0.543459], [3.126119, 6.512259, -1.501382], [1.705325, 4.334433, -1.710689], [2.689074, 3.767370, -0.353480], [0.962785, 6.271951, -0.308230], [1.957037, 5.694910, 1.009193], [0.767348, 3.467719, 0.824594], [-0.077561, 4.758015, 1.634987], [-1.794499, 4.061965, 0.241958], [-0.977331, 5.091537, -0.946597], [0.224660, 2.412939, -0.937618], [-0.414170, 3.350450, -2.260011], [-2.335130, 1.884618, -0.406411], [-2.589697, 2.543749, -2.033761], [-2.243425, 0.351107, -2.489756], [-0.718243, 0.918026, -2.654123], [-1.793856, -0.408220, -0.272949], [-0.125227, 0.127682, -0.478633], [-0.537912, -1.344691, -2.799297], [0.205620, -2.043555, -1.332329], [-1.464766, -4.393553, -1.716239], [-2.718492, -3.975759, -0.800154], [4.549927, 0.202942, 3.325321], [4.173969, -0.003546, 1.866786], [2.715574, 0.353086, 1.609206], [4.434660, -1.347592, 1.467191], [3.947906, -0.444158, 3.968911], [5.596239, -0.053055, 3.487752], [4.392223, 1.236992, 3.634719], [4.813240, 0.615724, 1.235304], [2.056634, -0.289254, 2.199838], [2.470209, 0.201020, 0.555125], [2.508912, 1.392207, 1.872817], [3.892349, -1.931039, 2.007036], [-0.622437, 6.503787, 6.310691], [-0.920503, 6.254852, 4.841211], [-2.411222, 6.257767, 4.546352], [-0.361441, 5.004090, 4.427424], [-1.071612, 5.720908, 6.927765], [0.452350, 6.489698, 6.491192], [-1.017607, 7.466117, 6.637276], [-0.430124, 7.019581, 4.237200], [-2.907736, 5.453206, 5.095046], [-2.581990, 6.079958, 3.483917], [-2.880973, 7.202335, 4.822646], [-0.776981, 4.317592, 4.958330], [-3.947041, 0.393778, 1.686232], [-4.743338, 1.662840, 1.948999], [-5.580812, 2.053936, 0.744628], [-3.862395, 2.728988, 2.313603], [-3.254771, 0.549527, 0.848174], [-3.351776, 0.124841, 2.559090], [-4.603080, -0.441291, 1.439079], [-5.396496, 1.507938, 2.806659], [-4.945180, 2.262160, -0.124523], [-6.146952, 2.961618, 0.952671], [-6.281313, 1.261391, 0.481821], [-3.274954, 2.885929, 1.569181], [-2.116797, -7.743198, -2.142772], [-3.346117, -8.063565, -1.307345], [-4.608795, -7.455459, -1.898290], [-3.164372, -7.616789, 0.038454], [-1.952628, -6.659533, -2.187011], [-1.226653, -8.188300, -1.701017], [-2.220087, -8.116505, -3.161728], [-3.462919, -9.145426, -1.240440], [-4.525997, -6.363912, -1.931222], [-5.476205, -7.700390, -1.285775], [-4.785761, -7.815248, -2.912262], [-3.057266, -6.662277, 0.020469], [-8.394821, 2.139590, 4.548107], [-8.636394, 1.869148, 3.071247], [-10.120160, 1.808901, 2.745933], [-7.991448, 0.654367, 2.676239], [-8.821193, 1.337512, 5.156274], [-7.326072, 2.182293, 4.761818], [-8.848273, 3.081691, 4.857168], [-8.166051, 2.654327, 2.477034], [-10.598095, 0.996946, 3.300254], [-10.272490, 1.616756, 1.683758], [-10.620459, 2.742029, 3.006212], [-8.384577, -0.063627, 3.181987], [1.952275, -11.474466, -0.507934], [1.672909, -10.099698, -1.093915], [1.941268, -8.996054, -0.081614], [0.325303, -10.023485, -1.563836], [1.301050, -11.661564, 0.350164], [1.755972, -12.251760, -1.246116], [2.987911, -11.561555, -0.177688], [2.297070, -9.945882, -1.974744], [1.288951, -9.111193, 0.788284], [1.737891, -8.017486, -0.518990], [2.976495, -9.015748, 0.260754], [-0.255070, -10.160734, -0.807610]],
  "forces_ev_per_a": [[0.06, 0.66, -0.05], [-0.16, -0.59, -0.07], [-0.55, 0.53, 0.15], [0.38, -0.13, -0.23], [-0.53, -0.43, 0.16], [0.43, 0.60, 0.42], [-0.47, -0.65, 0.50], [0.37, 0.10, -1.00], [0.37, 0.00, 0.61], [-0.33, 0.31, -0.27], [0.13, 0.22, 0.21], [0.00, -0.22, 0.34], [0.18, -0.16, -0.29], [0.52, -0.04, 0.21], [-0.09, 0.03, -0.23], [0.28, 0.43, -0.33], [-0.29, -0.39, 0.10], [0.44, -0.37, -0.03], [-0.33, -0.07, 0.05], [-0.27, 0.13, -0.48], [-0.93, 0.33, -0.38], [0.44, -0.06, 0.63], [-0.02, -0.24, 0.08], [0.03, -0.21, -0.12], [-0.04, -0.14, 0.13], [0.20, 0.26, -0.05], [0.05, 0.06, 0.11], [0.18, -0.13, -0.08], [0.18, -0.08, 0.00], [-0.01, 0.02, -0.08], [-0.08, -0.07, 0.05], [0.11, 0.23, -0.09], [0.18, 0.05, 0.00], [-0.25, -0.19, -0.14], [0.01, -0.09, -0.09], [-0.01, 0.11, -0.21], [0.14, 0.32, -0.23], [-0.02, -0.06, 0.21], [-0.13, 0.00, 0.38], [0.01, 0.10, -0.19], [-0.24, -0.15, -0.08], [0.05, -0.17, 0.07], [0.05, 0.05, 0.02], [-0.02, -0.06, -0.10], [-0.11, -0.21, -0.13], [-0.11, 0.05, -0.03], [0.17, 0.08, -0.07], [-0.05, -0.06, 0.30], [-0.15, 0.17, -0.03], [-0.15, 0.06, -0.08], [-0.32, 0.08, 0.06], [-0.01, -0.01, 0.22], [0.09, -0.06, -0.06], [0.03, -0.12, 0.00], [-0.20, -0.07, 0.09], [-0.15, -0.04, 0.07], [0.01, 0.19, -0.06], [-0.06, 0.13, 0.01], [0.04, 0.18, -0.03], [0.36, -0.06, -0.07], [0.10, 0.00, -0.01], [0.63, -0.02, 0.21], [-0.02, -0.15, 0.02], [0.09, -0.01, -0.01], [-0.17, -0.10, 0.24], [-0.04, 0.03, -0.14], [0.01, 0.14, -0.21], [-0.06, 0.03, 0.00], [0.01, 0.02, -0.03], [-0.01, -0.01, 0.00], [0.04, -0.06, -0.05], [0.01, 0.02, 0.09], [0.06, 0.02, -0.04], [-0.01, -0.01, 0.02], [0.02, -0.05, 0.09], [0.10, 0.00, -0.02], [-0.28, -0.14, 0.25], [-0.03, 0.02, -0.12], [0.21, 0.13, -0.22], [-0.07, 0.02, -0.01], [0.00, 0.03, -0.02], [-0.02, -0.01, 0.01], [0.10, -0.09, -0.07], [0.00, 0.03, 0.07], [-0.02, 0.03, 0.00], [0.02, 0.01, 0.02], [-0.02, -0.06, 0.03], [0.03, -0.08, 0.16], [0.13, 0.02, -0.31], [-0.13, 0.07, 0.02], [-0.09, -0.09, 0.20], [-0.16, -0.01, 0.05], [-0.01, 0.01, 0.01], [-0.01, 0.00, -0.03], [0.01, 0.03, 0.03], [0.05, -0.07, 0.01], [0.00, -0.01, 0.02], [-0.01, 0.01, 0.01], [0.05, 0.12, -0.02], [0.10, -0.10, 0.14], [-0.01, 0.40, -0.17], [-0.07, -0.07, 0.09], [0.01, -0.28, 0.03], [-0.13, 0.03, -0.06], [0.00, -0.02, -0.09], [0.01, 0.03, -0.01], [0.01, -0.02, 0.08], [0.05, 0.00, -0.06], [0.01, -0.03, -0.01], [0.01, 0.02, -0.01], [0.01, 0.08, 0.02], [0.14, 0.00, -0.02], [-0.25, -0.11, 0.26], [0.02, -0.02, -0.14], [0.21, 0.12, -0.15], [-0.07, 0.02, -0.01], [0.00, 0.03, -0.02], [-0.01, -0.01, 0.00], [0.06, -0.04, -0.05], [0.00, 0.03, 0.07], [0.01, 0.03, 0.00], [0.00, -0.01, 0.02], [-0.04, -0.05, 0.03], [-0.02, -0.07, -0.12], [-0.05, -0.08, 0.35], [-0.03, 0.11, -0.08], [0.09, 0.07, -0.15], [0.03, 0.05, 0.05], [0.02, 0.02, -0.02], [0.00, 0.01, 0.02], [-0.06, 0.01, -0.07], [0.03, -0.06, 0.03], [0.03, -0.01, -0.02], [0.00, -0.01, 0.01], [-0.02, -0.07, 0.05]]
}